Record 1
{"formula": "CH4Br2OSi", "method": "wB97M-V/def2-TZVPD", "e_above_lowest_kj_mol": 357.7, "energy_ha": -5553.2077, "spin_multiplicity": 1, "total_charge": 0, "symbols": ["C", "O", "Si", "Br", "Br", "H", "H", "H", "H"], "positions_angstrom": [[-0.8567, -1.3773, -0.0277], [0.1607, -0.3319, 0.1902], [0.1184, 1.2355, -0.0209], [4.4283, 1.6326, -0.1834], [-1.9869, 2.0965, -0.0307], [-0.5496, -2.1698, -0.6829], [-1.7875, -0.9787, -0.3762], [-0.9256, -1.8919, 0.8811], [1.3989, 1.7850, 0.2505]]}

---

Record 2
{"formula": "C5H7FN2", "method": "wB97M-V/def2-TZVPD", "e_above_lowest_kj_mol": 381.2, "energy_ha": -403.9617, "spin_multiplicity": 1, "total_charge": 0, "symbols": ["C", "C", "C", "C", "C", "N", "N", "F", "H", "H", "H", "H", "H", "H", "H"], "positions_angstrom": [[0.4049, 0.5830, 1.0837], [0.3338, 0.0171, -0.1116], [2.2178, -0.7069, 0.0767], [-2.0977, -0.0642, -0.7589], [-0.6852, -0.0524, -1.1971], [2.4962, -0.3405, 1.2380], [1.6267, 0.4892, 1.7671], [2.9044, -1.5115, -0.6949], [-0.2972, 1.1574, 1.6377], [-2.4532, -0.8478, -0.1527], [-2.5415, -0.0631, -1.6634], [-2.3450, 0.9462, -0.3050], [-0.6242, 0.7881, -1.9443], [-0.4502, -1.0376, -1.7391], [1.5105, 0.6430, 2.7637]]}

---

Record 3
{"formula": "C11H16ClO2PPd", "method": "wB97M-V/def2-TZVPD", "e_above_lowest_kj_mol": 31.8, "energy_ha": -1507.8767, "spin_multiplicity": 5, "s_squared": 6.02, "total_charge": 2, "symbols": ["Cl", "C", "C", "C", "H", "C", "C", "H", "H", "H", "C", "Pd", "C", "C", "O", "O", "H", "H", "H", "C", "P", "C", "C", "H", "H", "H", "H", "H", "H", "H", "H", "H"], "positions_angstrom": [[-1.9990, -1.7980, -0.1509], [1.6464, -2.2492, -1.8136], [2.4111, -1.0378, -1.6681], [1.5737, 0.0644, -2.0235], [3.4701, -0.9779, -1.3738], [0.2816, -0.4599, -2.3939], [0.3368, -1.8937, -2.2498], [-0.5173, -2.5590, -2.4148], [2.0081, -3.2714, -1.6317], [1.8510, 1.1289, -2.0485], [-0.9195, 0.3347, -2.8270], [0.5786, -0.8946, -0.0886], [2.2031, -0.0991, 1.0528], [0.5179, -2.2979, 1.4379], [3.0058, 0.2940, 1.7500], [0.3860, -3.0272, 2.3259], [-0.9382, 1.3092, -2.3248], [-1.8270, -0.2252, -2.5736], [-0.8788, 0.5002, -3.9119], [-2.4551, 1.3757, 1.7955], [-0.8641, 0.6430, 1.2391], [-0.2278, 2.1983, 0.4450], [-0.3111, 0.2844, 2.9649], [-3.0240, 1.7043, 0.9198], [-2.2444, 2.2279, 2.4519], [-3.0036, 0.6053, 2.3454], [-0.4254, 3.0560, 1.1037], [0.8435, 2.1205, 0.2174], [-0.7720, 2.3559, -0.4952], [-0.6383, 1.0944, 3.6282], [-0.8338, -0.6322, 3.2592], [0.7657, 0.1260, 3.0527]]}

---

Record 4
{"formula": "C5H7NO2", "method": "wB97M-V/def2-TZVPD", "smiles": "C=C(O)[C@@H]1C=C([O-])[NH2+]1", "e_above_lowest_kj_mol": 275.8, "energy_ha": -399.8605, "spin_multiplicity": 1, "total_charge": 0, "symbols": ["C", "C", "N", "C", "C", "C", "O", "O", "H", "H", "H", "H", "H", "H", "H"], "positions_angstrom": [[-1.8973, -0.0835, -1.1557], [0.9506, 0.2276, 0.8158], [-0.1744, -0.3501, -1.6634], [-1.4149, 0.5848, -0.0749], [0.0384, 0.6745, -0.2691], [0.6090, -0.6753, 1.7368], [2.1837, 0.8125, 0.7116], [-2.8198, -0.5036, -1.7905], [2.7583, 0.5039, 1.4225], [0.0444, -1.3052, -1.3975], [0.2741, -0.0811, -2.5388], [-1.9473, 0.8363, 0.8248], [0.4346, 1.5533, -0.7778], [1.3129, -1.0395, 2.4722], [-0.3523, -1.1546, 1.6840]]}

---

Record 5
{"formula": "C30H25BrIrN3O5S3", "method": "wB97M-V/def2-TZVPD", "e_above_lowest_kj_mol": 50.2, "energy_ha": -5571.1606, "spin_multiplicity": 6, "s_squared": 8.81, "total_charge": 1, "symbols": ["Ir", "O", "C", "C", "C", "C", "C", "C", "C", "O", "N", "N", "C", "C", "Br", "C", "C", "C", "C", "C", "C", "C", "H", "H", "H", "H", "H", "H", "H", "H", "H", "H", "H", "H", "H", "H", "S", "C", "N", "C", "C", "C", "C", "C", "C", "S", "H", "H", "H", "H", "C", "C", "C", "C", "C", "C", "C", "S", "O", "O", "O", "H", "H", "H", "H", "H", "H", "H"], "positions_angstrom": [[0.5040, -0.1781, 0.0692], [1.0384, 5.5130, 0.0420], [0.0947, 5.3935, -0.9387], [-0.3536, 6.4681, -1.6955], [-1.3429, 6.2780, -2.6456], [-1.9040, 5.0232, -2.8356], [-1.4563, 3.9519, -2.0794], [-0.4517, 4.1301, -1.1401], [0.1109, 2.9462, -0.3542], [-0.2150, 1.7537, -0.8924], [-0.3475, 3.0968, 1.0616], [-0.7363, 2.1769, 1.8650], [-1.2810, 1.0526, 1.4757], [-1.5127, -0.0129, 2.4401], [-1.4955, -1.6936, 1.5050], [-1.5620, 0.0918, 3.7675], [-1.7240, -0.9358, 4.7914], [-2.5429, -2.0586, 4.6547], [-2.6249, -2.9923, 5.6734], [-1.8921, -2.8227, 6.8397], [-1.0985, -1.6956, 6.9994], [-1.0287, -0.7513, 5.9921], [1.4354, 6.3897, 0.0193], [0.0703, 7.4529, -1.5310], [-1.6768, 7.1190, -3.2386], [-2.6801, 4.8792, -3.5749], [-1.8610, 2.9596, -2.2250], [1.2006, 3.0954, -0.2685], [-0.0164, 3.9408, 1.5186], [-1.7495, 0.9452, 0.5002], [-1.4117, 1.1031, 4.1365], [-3.1555, -2.1860, 3.7730], [-3.2711, -3.8531, 5.5641], [-1.9492, -3.5582, 7.6309], [-0.5421, -1.5443, 7.9148], [-0.4120, 0.1313, 6.1122], [1.6076, 0.7345, -2.2890], [0.4728, -0.4347, -2.7722], [-0.4097, -0.8919, -1.9105], [-1.2727, -1.7980, -2.4879], [-2.3871, -2.3961, -1.8947], [-3.1335, -3.2881, -2.6327], [-2.7955, -3.5994, -3.9549], [-1.7145, -3.0001, -4.5694], [-0.9698, -2.0864, -3.8335], [0.3470, -1.0922, -4.3723], [-2.6548, -2.1512, -0.8773], [-4.0020, -3.7506, -2.1838], [-3.4020, -4.3020, -4.5098], [-1.4645, -3.2193, -5.5986], [3.8396, -3.2212, -3.4173], [3.5924, -2.4764, -2.1362], [2.5385, -2.8156, -1.2980], [2.3230, -2.1214, -0.1092], [3.1680, -1.0631, 0.2312], [4.2376, -0.7255, -0.5845], [4.4516, -1.4412, -1.7489], [2.6816, 0.0466, 1.5499], [1.4519, -0.5907, 2.1008], [3.7359, 0.2995, 2.4676], [2.2009, 1.2320, 0.7794], [3.0845, -3.9871, -3.5845], [4.8178, -3.7032, -3.3870], [3.8362, -2.5361, -4.2667], [1.8877, -3.6427, -1.5570], [1.5985, -2.4945, 0.6098], [4.8838, 0.0966, -0.3020], [5.2898, -1.1900, -2.3876]]}